[1]
ORCA calculation (ωB97M-V/def2-TZVPD) on a 12-piece molecular cluster, C4H34N2O12 overall at a distorted geometry.

Each line ends with the Löwdin charge.
Cartesian coordinates (Å):
C  2.1640  0.4158  2.4835  -0.10
N  2.0399  -0.4217  1.2547  -0.06
C  1.4593  0.2254  0.1721  -0.36
C  1.6447  -0.6357  -1.1219  -0.18
O  0.3851  -0.6151  -1.8280  -0.17
C  2.0151  1.6399  -0.2683  -0.23
N  0.8321  2.4331  -0.3870  0.00
H  3.0795  0.9996  2.5257  0.06
H  2.1747  -0.1399  3.3844  0.05
H  1.3338  1.1379  2.6718  0.10
H  2.8845  -0.9485  1.1228  0.07
H  0.3837  0.4352  0.3184  0.11
H  2.2042  -1.6414  -1.0141  0.12
H  2.4704  -0.2208  -1.8191  0.11
H  -0.2145  -1.4504  -1.6873  0.08
H  2.5813  1.5072  -1.1647  0.08
H  2.5723  2.0941  0.6030  0.12
H  0.5147  2.4448  -1.3582  0.08
H  1.0349  3.4168  -0.0927  0.09
H  -4.0665  2.1530  1.0580  0.04
H  -3.3221  3.1092  2.1406  0.02
O  -3.6757  2.2789  1.9960  -0.05
H  -0.7909  -4.2310  2.7298  0.05
H  0.1306  -3.0288  2.3952  0.05
O  -0.6954  -3.4850  2.1366  -0.05
H  -4.7314  1.1459  -0.9474  0.00
H  -3.1962  1.5426  -1.0286  0.14
O  -4.1193  1.5745  -0.4379  -0.07
H  -2.4778  1.2008  1.8396  0.05
H  -1.5141  0.5980  0.9626  -0.01
O  -1.8697  0.3638  1.8009  -0.08
H  1.2958  2.0353  -4.5815  -0.01
H  2.2925  1.2554  -3.7857  0.07
O  2.0862  2.2311  -4.0798  -0.10
H  -0.7909  -1.7754  3.6781  0.05
H  -0.6980  -0.4087  3.3465  -0.11
O  -0.4749  -0.8862  4.0402  -0.02
H  4.6965  -0.9072  -0.7332  0.06
H  4.3032  -2.2332  -0.7603  0.06
O  4.5233  -1.5903  -0.0491  -0.07
H  -1.8703  -2.0742  -0.5454  0.01
H  -0.5313  -2.4702  0.1565  0.07
O  -0.9842  -2.4337  -0.7276  -0.05
H  -0.9231  0.3577  -1.3068  -0.09
H  -2.3060  -0.1769  -0.9030  0.02
O  -1.7742  0.5344  -1.2338  0.01
H  -2.7645  -1.0396  1.3022  0.06
H  -3.5070  -2.4725  0.9578  0.07
O  -3.1860  -1.6325  0.5794  -0.10
H  -0.5867  -0.3953  -5.2121  0.10
H  -0.1008  -0.0276  -3.8602  -0.05
O  0.0692  0.2117  -4.7225  -0.05

The energy above the lowest of the compared OMol25 structures with the same formula, charge and spin comes out at 443.0 kJ/mol. The HOMO energy is -0.3019 hartree. The orbital gap is 0.309 hartree.



[2]
ORCA calculation (ωB97M-V/def2-TZVPD) on a 2-piece molecular cluster, C2H2ClI overall at a distorted geometry.

Each line ends with the Löwdin charge.
Cartesian coordinates (Å):
C  0.4038  -0.9253  1.6616  -0.73
C  1.2495  -1.5920  1.1626  0.02
Cl  -0.8066  -0.0350  2.3575  0.67
I  -0.7813  1.9392  -3.0038  0.38
H  -2.0836  2.8202  -2.8646  -0.38
H  2.0181  -2.2071  0.6867  0.04

The energy above the lowest of the compared OMol25 structures with the same formula, charge and spin comes out at 131.6 kJ/mol. The HOMO energy is -0.3709 hartree. The orbital gap is 0.395 hartree.



[3]
ORCA calculation (ωB97M-V/def2-TZVPD) on one molecule with the formula C12H21N7O3 at a distorted geometry.

Each line ends with the Löwdin charge.
Cartesian coordinates (Å):
C  -1.6879  1.6073  0.5836  -0.31
C  -2.3637  0.5160  1.4211  -0.44
C  -0.1795  1.5398  0.8520  -0.08
C  0.6604  2.3398  -0.1178  -0.27
C  0.4598  3.6043  -0.5990  -0.05
C  2.2791  2.7148  -1.4678  -0.19
C  -2.0277  -1.2610  -0.3946  -0.22
C  -3.1642  -1.4704  -1.4286  -0.47
C  -1.2414  -2.5590  -0.1975  -0.14
C  0.1334  -2.3340  0.4201  -0.18
C  1.1525  -1.7640  -0.5874  -0.21
C  3.4055  -1.8335  0.4141  -0.58
H  -2.2330  2.9788  1.9401  0.07
H  -3.1474  3.0446  0.6076  0.09
H  -1.8641  1.4592  -0.4931  0.15
H  -0.0234  1.8810  1.8601  0.13
H  0.1734  0.4953  0.8119  0.10
H  -0.3128  4.3301  -0.3884  0.11
H  3.1810  2.6453  -2.0642  0.12
H  1.6707  4.6507  -1.9949  0.14
H  -2.8092  -1.4063  1.5906  0.16
H  -1.3985  -0.5180  -0.8423  0.13
H  -1.1206  -3.0784  -1.1862  0.14
H  -1.7899  -3.2652  0.4186  0.12
H  0.0577  -1.6397  1.3042  0.12
H  0.5273  -3.2959  0.8430  0.12
H  0.6694  -1.0036  -1.2001  0.11
H  1.4615  -2.5491  -1.2665  0.12
H  2.3518  -0.1231  -0.0959  0.08
H  2.7028  -3.5836  0.2846  -0.01
H  5.2891  -1.5806  0.9340  0.08
H  4.6308  -0.2173  0.1967  0.09
H  -4.2883  -0.6171  -0.1540  0.12
N  -2.1789  2.9398  0.9340  0.07
N  1.8005  1.7990  -0.6757  0.09
N  1.5069  3.8335  -1.4542  0.06
N  -2.5372  -0.7354  0.8750  0.10
N  2.2934  -1.1371  0.0179  0.02
N  3.5427  -3.1148  0.5074  0.10
N  4.4663  -1.0274  0.7874  0.10
O  -2.7060  0.7431  2.5625  0.08
O  -2.9700  -2.0119  -2.4804  0.12
O  -4.3722  -0.9958  -1.0780  0.11

The energy above the lowest of the compared OMol25 structures with the same formula, charge and spin comes out at 9.1 kJ/mol. The HOMO energy is -0.3110 hartree. The orbital gap is 0.327 hartree.



[4]
ORCA calculation (ωB97M-V/def2-TZVPD) on a 2-piece molecular cluster, H3S2 overall at a distorted geometry.

Each line ends with the Löwdin charge.
Cartesian coordinates (Å):
S  1.6541  -0.0937  -0.2395  -0.12
H  2.8518  0.0981  -0.8134  -0.43
S  -1.5768  0.1168  0.2572  0.27
H  -1.4017  -0.8339  1.1891  -0.26
H  -0.1629  0.0293  0.0340  -0.45

The energy above the lowest of the compared OMol25 structures with the same formula, charge and spin comes out at 38.5 kJ/mol. The HOMO energy is -0.1121 hartree. Its charge is -1. The orbital gap is 0.248 hartree.



[5]
ORCA calculation (ωB97M-V/def2-TZVPD) on a 2-piece molecular cluster, C6H8 overall at a distorted geometry.

Each line ends with the Löwdin charge.
Cartesian coordinates (Å):
C  -0.2023  1.5877  0.6126  -0.35
C  -0.5310  0.2130  0.5745  0.05
C  -0.8629  2.7362  0.4225  0.08
C  -0.1083  -1.0847  -1.3010  0.06
C  0.5496  0.6588  1.5242  -0.14
C  0.4898  -2.4251  -1.1644  -0.20
H  -0.5919  3.7033  0.6941  0.03
H  -1.8270  2.7479  -0.1439  0.08
H  -1.0482  -1.2088  -1.6478  -0.03
H  1.5449  0.2949  1.2116  0.09
H  0.4558  0.7980  2.6591  0.12
H  -0.1840  -3.3613  -1.2216  0.11
H  1.1316  -2.3317  -0.2930  0.06
H  1.1839  -2.3284  -1.9270  0.04

The energy above the lowest of the compared OMol25 structures with the same formula, charge and spin comes out at 848.9 kJ/mol. The HOMO energy (alpha / beta) is -0.2865 / -0.3051 hartree. The orbital gap (alpha / beta) is 0.256 / 0.283 hartree.



[6]
ORCA calculation (ωB97M-V/def2-TZVPD) on a 2-piece molecular cluster, C5H9N3O overall.

Each line ends with the Löwdin charge.
Cartesian coordinates (Å):
O  2.0319  1.5862  -0.0160  -0.01
C  2.6900  1.4676  -1.0391  -0.38
N  2.3936  0.6008  -2.0373  -0.04
C  1.2387  -0.2731  -1.9569  -0.09
H  3.6071  2.0702  -1.2477  0.13
H  3.0063  0.5747  -2.8561  0.14
H  1.3117  -0.9426  -1.0834  0.09
H  1.1872  -0.8901  -2.8698  0.09
H  0.3073  0.3121  -1.8748  0.09
N  -2.3915  -1.6764  2.3620  0.03
C  -1.1512  -1.2628  2.1561  -0.22
C  -3.1899  -0.7326  1.7614  -0.18
C  -2.4252  0.2599  1.1875  -0.12
N  -1.1259  -0.0966  1.4503  0.03
H  -0.2433  -1.7637  2.4923  0.11
H  -4.2767  -0.8152  1.7722  0.09
H  -2.6809  1.1620  0.6316  0.11
H  -0.2892  0.4197  1.1676  0.14

The energy above the lowest of the compared OMol25 structures with the same formula, charge and spin comes out at 56.6 kJ/mol. The HOMO energy is -0.3165 hartree. The orbital gap is 0.338 hartree.